[1]
Entry from the Open Molecules 2025 dataset: a molecular structure, C6H15BrNO2S (ωB97M-V/def2-TZVPD).

Computed properties:
Largest force on an atom (eV/Å): 0.33
Frontier orbital gap (eV): 8.8
ΔE to the lowest compared entry with this formula, charge and spin (kcal/mol): 1.7
Molecular weight (g/mol): 245.16
HOMO energy (eV): -13.87
Charge: +1

```
26
Properties=species:S:1:pos:R:3:forces:R:3
O -0.093293 2.488574 0.519512 0.121 -0.301 0.042
C -1.417580 2.274024 0.055792 -0.070 0.113 -0.071
C -1.831489 0.785817 0.079185 0.091 0.005 -0.080
C -1.249195 -0.000783 1.248183 -0.019 0.003 0.115
N -0.284336 -1.129439 0.892642 0.035 -0.010 -0.045
S -0.067743 -2.193358 2.329665 -0.010 0.133 -0.075
Br -1.073524 -2.315925 -0.376921 -0.073 -0.059 -0.001
C 1.094846 -0.653879 0.423531 0.060 -0.024 0.075
C 1.229571 0.003337 -0.939958 -0.115 0.039 -0.018
C 1.494794 -0.945823 -2.117506 0.035 0.023 -0.151
O 2.403533 -1.974574 -1.769073 0.066 0.104 0.176
H -0.106558 2.851889 1.407618 -0.042 0.200 -0.005
H -2.128197 2.884954 0.616011 0.025 -0.084 0.030
H -1.444172 2.615890 -0.979902 -0.089 0.038 0.056
H -1.543637 0.323670 -0.866083 -0.068 -0.018 0.105
H -2.919816 0.716081 0.120910 0.053 0.031 -0.028
H -0.634524 0.635400 1.888858 -0.104 -0.017 -0.009
H -2.020625 -0.470542 1.854224 0.032 -0.024 -0.077
H 0.486122 -1.202544 3.049605 0.035 -0.014 0.081
H 1.733068 -1.535839 0.473873 -0.020 0.062 -0.029
H 1.387436 0.037402 1.217134 -0.029 -0.011 -0.076
H 2.097106 0.659833 -0.827816 -0.017 -0.073 -0.001
H 0.400640 0.671469 -1.171649 0.174 -0.035 0.019
H 1.965160 -0.354397 -2.905522 -0.067 -0.034 -0.006
H 0.573097 -1.356277 -2.537310 0.045 0.040 0.077
H 1.949315 -2.814961 -1.685002 -0.051 -0.090 -0.105
```
Positions in Å, forces in eV/Å.



[2]
Entry from the Open Molecules 2025 dataset: a molecular structure, C17H29ClCrSi2 (ωB97M-V/def2-TZVPD).

Computed properties:
Largest force on an atom (eV/Å): 3.29
Frontier orbital gap (spin up / spin down) (eV): 4.7 / 4.6
ΔE to the lowest compared entry with this formula, charge and spin (kcal/mol): 60.2
Molecular weight (g/mol): 377.04
HOMO energy (spin up / spin down) (eV): -2.24 / -2.15
Spin multiplicity: 4
Charge: -1

```
50
Properties=species:S:1:pos:R:3:forces:R:3
C 2.177976 -2.231572 -0.019398 -1.617 -1.823 0.270
C 2.233856 -2.625111 -1.384056 -1.108 0.643 0.290
C 0.863074 -2.813465 -1.855215 -0.406 -0.928 1.546
H 3.144453 -2.760302 -1.920896 0.274 -0.127 -0.281
C -0.001212 -2.661475 -0.715868 1.074 -0.349 -0.459
C 0.827521 -2.359680 0.407278 0.999 -0.159 -0.173
H 0.515814 -2.300160 1.449009 0.073 0.308 -0.785
H 3.015871 -1.977009 0.597990 0.134 0.089 0.098
H 0.515370 -3.124616 -2.834133 0.287 0.024 0.164
H -1.098370 -2.769588 -0.695801 0.872 0.147 -0.120
Cr 1.280747 -0.656118 -1.679566 -2.166 -0.259 2.468
Cl 2.144195 0.817173 0.037872 0.600 0.127 -0.063
C 1.838157 1.126927 -2.851153 0.146 0.114 -1.669
C 0.746270 0.721906 -3.693988 0.976 -0.172 -0.036
C 0.903920 -0.657419 -3.993047 1.335 0.686 -0.345
H -0.006191 1.387998 -4.148039 0.252 -0.583 0.900
C 2.195756 -1.060124 -3.488339 0.847 1.265 -1.290
C 2.790272 0.056368 -2.767381 0.004 -0.273 -2.021
H 3.699440 0.023582 -2.164430 -0.357 0.159 -0.419
H 1.983466 2.139345 -2.490448 -0.136 -0.427 0.255
H 0.308337 -1.229052 -4.719590 0.144 0.187 0.840
H 2.694703 -1.991652 -3.743047 -0.353 0.272 0.274
C -2.114990 0.643675 3.347967 0.007 -0.017 0.791
Si -0.682785 -0.212536 2.454854 -0.230 0.203 -2.186
C 0.965085 0.462048 3.068800 -0.236 -0.038 0.935
C -0.862960 -1.948019 3.194498 -0.154 -0.247 0.319
C -0.826768 -0.066423 0.590510 -1.358 0.482 0.138
Si -1.493432 1.633920 0.150762 1.052 -2.039 1.161
C -0.586758 3.002902 1.088734 -0.163 0.361 -0.205
C -1.103418 1.868319 -1.644260 0.635 0.094 -0.226
C -3.323382 1.865564 0.465789 -0.571 0.328 0.124
H -2.139554 0.177339 4.348481 -0.181 0.393 -0.071
H -3.077261 0.441042 2.853788 0.398 0.008 0.198
H -1.978992 1.724423 3.469441 -0.188 -0.137 -0.036
H 0.915421 0.438975 4.174942 0.184 0.093 -0.204
H 1.802417 -0.167743 2.756422 -0.129 0.064 -0.081
H 1.168772 1.487165 2.752272 -0.046 -0.149 -0.035
H -1.354836 -2.657561 2.516471 0.115 0.102 0.141
H 0.100788 -2.357795 3.511046 -0.058 -0.135 -0.034
H -1.488345 -1.845683 4.093919 0.158 -0.208 -0.163
H -1.494078 -0.846923 0.119358 0.326 0.708 0.625
H 0.496525 2.959178 0.920522 -0.238 -0.046 -0.024
H -0.972769 3.950065 0.678812 0.177 0.020 0.207
H -0.776429 2.993434 2.167611 0.020 0.015 -0.180
H -1.833574 1.443915 -2.333569 -0.077 0.063 -0.079
H -0.843598 2.898010 -1.910459 -0.195 0.030 -0.215
H -0.168897 1.271351 -1.724120 -1.078 0.777 0.162
H -3.917813 1.090855 -0.040065 0.140 0.176 0.064
H -3.584866 1.850865 1.537909 0.161 0.067 -0.538
H -3.596929 2.843679 0.061813 -0.346 0.110 -0.034
```
Positions in Å, forces in eV/Å.



[3]
Entry from the Open Molecules 2025 dataset: a molecular structure, C37H32FN7O4Pd (ωB97M-V/def2-TZVPD).

Computed properties:
Largest force on an atom (eV/Å): 2.66
Frontier orbital gap (spin up / spin down) (eV): 2.5 / 2.4
ΔE to the lowest compared entry with this formula, charge and spin (kcal/mol): 58.0
Molecular weight (g/mol): 764.13
HOMO energy (spin up / spin down) (eV): -15.86 / -15.86
Charge: +4

```
82
Properties=species:S:1:pos:R:3:forces:R:3
Pd 0.362900 0.263919 -0.199240 1.478 -1.048 -1.942
C 4.777662 -12.491399 -2.642600 0.515 -0.689 0.573
O 4.057407 -11.495461 -3.402674 -0.215 0.362 -0.144
C 3.692707 -10.373334 -2.932433 -0.013 -0.098 -0.176
C 3.945575 -9.943544 -1.581122 0.076 0.217 0.536
C 3.515169 -8.731234 -1.175366 0.263 -0.510 0.082
C 2.804247 -7.862888 -2.077716 -0.389 1.116 0.394
C 2.563110 -8.299509 -3.427213 0.011 -0.384 -0.503
C 2.988363 -9.508735 -3.841691 -0.237 0.370 -0.179
C 2.343751 -6.608493 -1.698894 0.710 -1.690 -0.218
N 1.689252 -5.771887 -2.536126 -0.435 1.016 0.024
C 1.440612 -4.680620 -1.849017 0.066 -0.658 -0.728
C 1.947151 -4.809873 -0.498284 0.354 -0.404 0.517
N 2.499931 -6.024617 -0.438257 -0.288 0.800 0.184
C 1.830117 -3.777629 0.469095 -0.124 0.293 0.139
C 2.262886 -3.839530 1.807412 0.017 -0.085 -0.105
C 2.073472 -2.752470 2.624045 -0.027 0.022 0.040
C 1.476520 -1.605743 2.093918 0.104 -0.211 0.135
N 1.078647 -1.534293 0.827283 -0.027 0.833 -0.380
C 1.222383 -2.584637 0.015335 0.147 -0.252 0.302
C 0.711556 -2.441693 -1.345722 -0.116 -0.139 -0.550
N 0.150973 -1.267549 -1.660335 -0.082 0.634 0.949
C -0.364317 -1.066577 -2.868349 -0.015 -0.115 -0.191
C -0.328650 -2.054639 -3.852135 0.017 0.072 0.053
C 0.262111 -3.265023 -3.563155 0.113 -0.214 0.040
C 0.791554 -3.476389 -2.284389 -0.196 0.571 0.087
H 4.938382 -13.324247 -3.317251 -0.078 0.090 -0.108
H 4.194452 -12.825668 -1.784110 -0.165 0.119 -0.132
H 5.740032 -12.105126 -2.305610 -0.067 0.163 -0.165
H 4.477702 -10.590297 -0.896795 -0.006 -0.003 -0.041
H 3.718682 -8.425769 -0.157736 -0.002 -0.015 0.006
H 2.036468 -7.639255 -4.102052 0.004 -0.013 0.029
H 2.813255 -9.852454 -4.853155 0.050 -0.075 0.030
H 2.957048 -6.428428 0.366658 0.005 -0.027 -0.018
H 2.737336 -4.732436 2.195309 -0.003 0.015 0.041
H 2.383006 -2.769605 3.659318 0.003 0.027 -0.006
H 1.316900 -0.725555 2.703842 0.017 0.040 -0.047
H -0.805564 -0.095462 -3.052757 0.022 0.017 0.021
H -0.751385 -1.854542 -4.826429 -0.002 0.002 0.004
H 0.330501 -4.051718 -4.303573 -0.049 0.030 -0.026
F -6.133567 0.656595 3.077994 -0.022 0.078 0.005
C -5.243337 1.618364 2.772820 0.018 0.113 -0.105
C -4.084445 1.242574 2.156946 -0.065 0.061 0.062
C -3.143395 2.199606 1.764499 0.039 0.136 0.060
C -1.938510 1.795511 1.062855 -0.010 -0.411 -0.016
O -1.645489 0.583979 0.862304 -0.831 0.773 0.404
C -1.110118 2.874795 0.612080 0.139 0.011 -0.178
C -1.381447 4.160087 0.966653 0.033 -0.276 -0.200
N -2.459331 4.507211 1.696013 0.271 0.369 0.064
C -2.643515 5.908683 2.042845 -0.126 0.033 -0.103
C -2.591549 6.348710 3.477453 -0.036 0.038 0.100
C -1.465799 6.681534 2.548639 0.105 0.019 -0.004
C -3.391539 3.554285 2.053800 -0.143 -0.456 -0.012
C -4.582066 3.910901 2.695830 -0.117 0.111 0.096
C -5.548123 2.976009 3.042778 0.273 -0.189 -0.115
N -6.755080 3.404802 3.621039 -0.063 0.366 0.434
C -7.604159 2.472596 4.359548 0.048 -0.105 -0.179
C -8.635046 3.238121 5.213681 0.048 -0.446 -0.045
N -8.276235 4.682364 5.274532 -0.165 0.083 0.118
C -8.345705 5.286970 3.914831 0.132 0.145 -0.471
C -7.500071 4.454640 2.928328 -0.070 -0.338 -0.186
C 0.123738 2.411230 -0.129123 -0.876 1.789 1.228
O 0.073776 2.149962 -1.356612 0.270 -1.402 0.364
O 1.105841 2.066695 0.618952 -0.184 -0.996 -0.201
H -3.903163 0.200877 1.932985 -0.027 -0.020 0.020
H -0.730026 4.965630 0.660911 -0.038 0.120 0.101
H -3.350266 6.408842 1.390801 0.061 0.035 -0.012
H -2.412083 5.613630 4.250775 0.063 -0.084 -0.102
H -3.262357 7.144227 3.771642 -0.016 0.005 -0.041
H -0.539642 6.143885 2.701413 -0.019 -0.035 0.002
H -1.331500 7.697220 2.206354 -0.093 0.002 -0.004
H -4.748046 4.951329 2.936992 -0.021 -0.037 -0.012
H -6.974992 1.871350 5.010251 0.035 0.001 -0.012
H -8.145731 1.787967 3.702121 -0.032 0.009 0.019
H -8.668776 2.833206 6.222331 -0.013 0.117 0.044
H -9.634728 3.167401 4.790054 -0.009 0.156 -0.005
H -7.333866 4.785299 5.654044 0.053 -0.015 -0.032
H -8.914070 5.175628 5.901600 0.024 0.013 0.044
H -8.003105 6.318056 3.966683 0.026 -0.018 0.158
H -9.388979 5.295610 3.607436 -0.048 -0.006 0.153
H -6.805139 5.106836 2.412315 -0.008 0.024 -0.018
H -8.150347 4.013254 2.162704 -0.044 0.048 0.048
```
Positions in Å, forces in eV/Å.



[4]
Entry from the Open Molecules 2025 dataset: a single C19H14ClNO2S molecule (ωB97M-V/def2-TZVPD).

Computed properties:
Largest force on an atom (eV/Å): 5.70
Frontier orbital gap (eV): 8.9
ΔE to the lowest compared entry with this formula, charge and spin (kcal/mol): 2.7
Molecular weight (g/mol): 355.85
HOMO energy (eV): -8.18
Charge: 0

```
38
Properties=species:S:1:pos:R:3:forces:R:3
C 0.151601 3.742570 -0.252873 -0.304 -0.865 0.001
C 0.204191 2.234221 -0.407882 3.400 0.201 0.132
O 0.978062 1.863697 -1.281830 -2.026 -1.235 1.265
O -0.326182 1.490882 0.681112 1.540 1.878 -2.817
C -0.223105 0.047266 0.650437 -1.408 -0.231 -1.939
C -1.077774 -0.257101 1.833776 -1.238 -1.030 1.151
C -0.853785 0.492754 2.985531 3.251 2.134 -1.813
C -1.340399 0.170597 4.159294 -3.091 -2.663 1.963
C -2.292142 -0.888731 4.257921 -0.285 0.221 1.738
C -2.601064 -1.643534 3.144046 -0.057 0.882 0.530
C -2.043380 -1.283619 1.943814 2.007 -0.799 -2.284
S 1.374919 -0.741682 0.861513 -0.058 -0.002 0.739
C 2.064117 -0.795220 -0.750633 1.970 1.361 2.572
C 3.467206 -0.502094 -0.767553 -3.179 -0.580 1.140
Cl 4.314308 -0.035738 0.635643 0.370 -0.103 0.585
C 4.108703 -0.523833 -1.938675 0.397 -0.385 -1.716
C 3.349475 -0.669600 -3.070954 -1.863 -0.337 -1.764
C 1.898043 -0.828955 -3.045396 4.786 0.342 -3.076
C 1.311019 -0.903905 -1.887816 -2.534 -0.461 3.138
N -0.096607 -0.980527 -1.756578 -2.650 -0.315 1.767
C -1.078671 -1.432576 -2.652220 0.566 0.890 0.396
C -2.298415 -1.074852 -2.187634 -3.129 0.136 -0.984
C -2.235790 -0.444895 -0.941868 2.930 -0.190 0.819
C -0.843623 -0.483195 -0.619291 -1.019 0.594 -1.336
H -0.599329 4.070304 -0.944996 -0.450 0.609 -0.198
H -0.131146 3.891285 0.745566 -0.684 0.915 1.360
H 1.112935 4.255851 -0.452995 -0.531 -0.831 -0.081
H -0.116045 1.355838 3.125297 -0.861 -1.343 -1.318
H -0.916312 0.695186 4.959142 -0.208 0.540 1.558
H -2.833743 -1.127360 5.219604 1.015 0.302 -1.001
H -3.241765 -2.505201 3.172442 -0.317 -0.064 0.214
H -2.184760 -1.978733 1.074481 0.047 0.948 0.851
H 5.173175 -0.489622 -1.941770 0.591 0.376 -0.346
H 3.863547 -0.627404 -4.039824 -0.393 -0.134 0.372
H 1.302340 -0.904152 -3.914236 -0.148 0.094 -1.077
H -0.948955 -1.951554 -3.566961 0.848 -0.203 -0.534
H -3.315285 -1.171831 -2.692964 1.837 -0.303 0.393
H -3.075362 -0.064538 -0.334666 0.877 -0.350 -0.400
```
Positions in Å, forces in eV/Å.



Which value of largest force on an atom does entry 4 give? 5.70 eV/Å



Number 1 is which compound? C6H15BrNO2S



Among the records above, which one has the highest charge? C37H32FN7O4Pd



Which formula does entry 3 have? C37H32FN7O4Pd